ORCA calculation (ωB97M-V/def2-TZVPD) on a structure of composition C71H59CsF3N7O4P2SSe in a non-equilibrium geometry.

CARTESIAN COORDINATES (ANGSTROEM)
Cs1 -0.0687 0.5498 0.2671
C1 4.3253 3.5137 0.9134
O1 3.8389 4.5234 1.7593
C2 2.5385 4.3659 2.2575
C3 2.3372 4.8959 3.5149
C4 1.0972 4.8511 4.1405
C5 0.0387 4.2635 3.4702
C6 0.1945 3.7715 2.1851
C7 -0.9491 3.3007 1.4044
N1 -1.9006 2.5141 1.7082
N2 -2.1174 1.9459 2.8850
C8 -1.7859 0.7125 3.1466
O2 -1.0683 -0.0616 2.4302
C9 -2.4302 0.2044 4.3817
C10 -3.0094 1.0629 5.3144
C11 -3.6763 0.5541 6.4087
C12 -3.7803 -0.8177 6.5879
C13 -3.2097 -1.6794 5.6631
C14 -2.5271 -1.1718 4.5750
C15 1.4651 3.7786 1.5095
O3 1.6010 3.2889 0.3465
H1 5.3602 3.7790 0.6845
H2 3.7436 3.4415 -0.0042
H3 4.3037 2.5333 1.4011
H4 3.1803 5.3616 4.0117
H5 0.9712 5.2566 5.1388
H6 -0.9475 4.2238 3.9198
H7 -1.0057 3.7085 0.3976
H8 -2.9327 2.1274 5.1545
H9 -4.1318 1.2286 7.1236
H10 -4.3114 -1.2094 7.4459
H11 -3.3120 -2.7513 5.7874
H12 -2.0753 -1.8208 3.8371
C16 7.8712 -3.0928 -0.6131
C17 7.2766 -1.8996 0.1577
C18 8.4163 -1.1501 0.8690
C19 6.5733 -0.9929 -0.8367
C20 7.2914 -0.3261 -1.8236
C21 6.6516 0.4051 -2.8052
C22 5.2682 0.4437 -2.8614
C23 4.5175 -0.1910 -1.8874
P1 2.6766 -0.3126 -1.8267
C24 2.3333 0.8801 -3.1705
C25 2.6250 2.1967 -2.8211
C26 2.5402 3.2072 -3.7553
C27 2.1239 2.9169 -5.0444
C28 1.7707 1.6222 -5.3805
C29 1.8807 0.5988 -4.4523
C30 2.5076 -1.8936 -2.7332
C31 1.2120 -2.2115 -3.1373
C32 0.9726 -3.3733 -3.8449
C33 2.0069 -4.2520 -4.1242
C34 3.2903 -3.9547 -3.7033
C35 3.5418 -2.7799 -3.0169
C36 5.1879 -0.8637 -0.8578
O4 4.3785 -1.3834 0.0981
C37 4.9390 -2.0767 1.1198
C38 4.0455 -2.4234 2.1394
C39 4.4952 -3.2009 3.1908
C40 5.8130 -3.6268 3.2194
C41 6.6997 -3.2136 2.2445
C42 6.2872 -2.4103 1.1861
P2 2.3837 -1.6330 2.0007
C43 2.8032 -0.1475 2.9875
C44 4.0954 0.3355 3.1594
C45 4.3193 1.4301 3.9780
C46 3.2678 2.0473 4.6301
C47 1.9731 1.5967 4.4314
C48 1.7425 0.5177 3.6027
C49 1.6128 -2.6624 3.3086
C50 1.1550 -3.9097 2.8892
C51 0.6411 -4.8140 3.8003
C52 0.5713 -4.4772 5.1418
C53 1.0106 -3.2334 5.5617
C54 1.5380 -2.3308 4.6560
H13 8.5497 -2.7432 -1.3881
H14 7.0799 -3.6732 -1.0826
H15 8.4222 -3.7431 0.0625
H16 9.1577 -0.8142 0.1485
H17 8.9132 -1.8029 1.5833
H18 8.0311 -0.2848 1.4036
H19 8.3703 -0.3788 -1.8317
H20 7.2324 0.9336 -3.5475
H21 4.7700 0.9642 -3.6640
H22 2.8966 2.4179 -1.7999
H23 2.7863 4.2214 -3.4759
H24 2.0422 3.7097 -5.7756
H25 1.3962 1.4055 -6.3710
H26 1.5821 -0.4004 -4.7310
H27 0.3965 -1.5357 -2.9099
H28 -0.0287 -3.5873 -4.1870
H29 1.8198 -5.1684 -4.6639
H30 4.1014 -4.6381 -3.9169
H31 4.5557 -2.5629 -2.7129
H32 3.8226 -3.4670 3.9922
H33 6.1541 -4.2652 4.0218
H34 7.7329 -3.5232 2.3108
H35 4.9350 -0.1300 2.6599
H36 5.3240 1.8099 4.1047
H37 3.4520 2.8886 5.2806
H38 1.1464 2.0950 4.9169
H39 0.7330 0.1748 3.4293
H40 1.2198 -4.1741 1.8401
H41 0.3021 -5.7857 3.4668
H42 0.1769 -5.1809 5.8630
H43 0.9483 -2.9610 6.6058
H44 1.8929 -1.3745 5.0127
F1 -2.4874 3.8386 -6.7677
C55 -2.1231 2.6507 -6.1939
F2 -3.2753 1.9636 -6.1263
F3 -1.3858 2.0499 -7.1570
C56 -1.4238 2.8534 -4.8993
C57 -0.9528 4.1167 -4.5947
C58 -0.3498 4.3336 -3.3677
C59 -0.2711 3.2546 -2.4933
N3 -0.6694 2.0372 -2.7789
C60 -1.2019 1.7742 -3.9893
S1 -1.5534 0.1794 -4.3869
H45 -1.0569 4.9150 -5.3201
H46 0.0434 5.3006 -3.0948
H47 0.1820 3.3823 -1.5213
N4 1.5384 -7.1456 -0.4923
C61 0.7052 -6.3590 -0.6265
C62 -0.3122 -5.4084 -0.7705
C63 -1.6622 -5.7944 -0.8717
C64 -2.6181 -4.8102 -0.9917
C65 -2.2118 -3.4779 -1.0228
N5 -0.9428 -3.1084 -0.9143
C66 -0.0226 -4.0316 -0.7850
H48 -1.9284 -6.8447 -0.8385
H49 -3.6661 -5.0663 -1.0402
H50 -2.9323 -2.6772 -1.0992
H51 0.9996 -3.6931 -0.6765
C67 -6.1040 -0.1972 2.1917
N6 -6.0051 -0.2177 0.7605
C68 -6.9822 0.0972 -0.1504
C69 -6.3968 0.1626 -1.3679
N7 -5.0634 -0.1103 -1.2156
C70 -4.0470 0.0690 -2.2150
C71 -4.8110 -0.3482 0.1036
Se1 -3.2341 -0.6826 0.9264
H52 -7.1352 -0.0043 2.4853
H53 -5.4464 0.5794 2.5953
H54 -5.7653 -1.1475 2.6096
H55 -8.0083 0.2346 0.1303
H56 -6.8341 0.3679 -2.3244
H57 -4.4870 0.0490 -3.2091
H58 -3.2919 -0.7111 -2.1460
H59 -3.5333 1.0227 -2.0713

As for the total charge: -2. The value obtained for the orbital gap is 0.193 hartree. The calculation puts the energy above the lowest of the compared OMol25 structures with the same formula, charge and spin at 14.9 kcal/mol. As for the LUMO energy: 3.42 eV. The value obtained for the total energy is -7227.39793 Ha. As for the highest occupied orbital energy: -0.067 Ha. The calculation puts the strongest force on any atom at 2.59 eV/A. The value obtained for the molar mass is 1437.2 g mol⁻¹.



ORCA calculation (ωB97M-V/def2-TZVPD) on a structure of composition C71H82BrF18O3PSi2 in a non-equilibrium geometry.

CARTESIAN COORDINATES (ANGSTROEM)
C1 2.5106 -6.1988 6.3321
C2 1.6042 -5.4797 5.2857
C3 2.4590 -4.3845 4.5548
O1 2.0098 -3.1139 5.0060
C4 1.5401 -2.2632 3.9538
Si1 -0.3388 -2.3347 3.6945
C5 -1.0931 -0.6386 3.2240
C6 -2.4737 -0.8061 2.5016
C7 -2.6766 0.1815 1.3623
F1 -1.9838 1.3268 1.5266
F2 -2.1310 -0.3944 0.2541
C8 -4.1748 0.4754 0.9940
F3 -4.4320 -0.0054 -0.2255
F4 -5.0217 -0.1721 1.8094
C9 -4.5734 1.9728 1.0427
F5 -5.9164 2.0047 0.9358
F6 -4.2952 2.5500 2.2053
C10 -4.0035 2.8414 -0.1536
F7 -3.0696 2.2522 -0.8489
F8 -3.4389 3.9310 0.3932
F9 -5.0042 3.2546 -0.9116
O2 -0.8935 -3.5733 2.6714
Si2 -0.2992 -3.6428 1.1201
F10 -1.6013 -3.7512 0.1688
Br1 0.7954 -1.8092 0.4464
C11 0.6490 -5.2448 0.8942
C12 1.7850 -5.2040 -0.1666
C13 1.3718 -4.6040 -1.5313
C14 2.0017 -5.3583 -2.7346
C15 1.7965 -4.4624 -4.0019
C16 3.1403 -3.9551 -4.6054
C17 3.4703 -4.6582 -5.9629
C18 3.0470 -3.7706 -7.1641
C19 4.0938 -2.6774 -7.4788
O3 4.4327 -2.7703 -8.8547
C20 5.1131 -1.6041 -9.2811
P1 -1.1967 -2.8380 5.7044
C21 -2.8601 -2.0081 5.8857
C22 -0.1726 -2.1037 7.0722
C23 0.4500 -0.7070 6.8031
H1 3.0098 -7.0327 5.8256
H2 1.9526 -6.5122 7.2192
H3 3.2956 -5.5168 6.6834
H4 1.2001 -6.1999 4.5667
H5 0.7924 -4.9834 5.8232
H6 2.3320 -4.5572 3.4757
H7 3.5229 -4.5244 4.7877
H8 2.1486 -2.4557 3.0585
H9 1.7689 -1.2300 4.2634
H10 -1.2981 -0.0370 4.1157
H11 -0.3818 -0.0650 2.6187
H12 -2.6083 -1.8145 2.0932
H13 -3.2312 -0.7141 3.2857
H14 -0.0934 -5.9870 0.5650
H15 1.0410 -5.6000 1.8551
H16 2.0622 -6.2522 -0.3602
H17 2.6820 -4.7411 0.2612
H18 0.2896 -4.5913 -1.7041
H19 1.8031 -3.5991 -1.5808
H20 3.0833 -5.4435 -2.5869
H21 1.5144 -6.3285 -2.8725
H22 1.2187 -3.5676 -3.7458
H23 1.2864 -5.0161 -4.7974
H24 3.0750 -2.8854 -4.8463
H25 3.9897 -4.0951 -3.9260
H26 4.5395 -4.8864 -6.0465
H27 2.8916 -5.5876 -6.0324
H28 2.1015 -3.2881 -6.8835
H29 2.8792 -4.4030 -8.0412
H30 4.9859 -2.7884 -6.8373
H31 3.6611 -1.6852 -7.2765
H32 4.6907 -0.6890 -8.8374
H33 4.9715 -1.5184 -10.3620
H34 6.1925 -1.6310 -9.0703
H35 -3.5917 -2.3297 5.1415
H36 -3.2479 -2.3050 6.8676
H37 -2.6991 -0.9212 5.9200
H38 -0.7530 -2.0496 8.0007
H39 0.6555 -2.7910 7.2744
H40 0.4229 -0.1028 7.7211
H41 -0.0717 -0.1190 6.0381
H42 1.5061 -0.7499 6.5129
F11 -4.8067 9.2355 -4.2112
C24 -4.5727 8.4829 -3.1182
C25 -4.5950 7.1065 -3.2280
C26 -4.3443 6.3371 -2.0995
C27 -4.0966 6.9441 -0.8834
C28 -4.0774 8.3286 -0.7827
C29 -4.3119 9.1042 -1.9083
H43 -4.8016 6.6470 -4.1862
H44 -4.3431 5.2576 -2.1606
H45 -3.9091 6.3287 -0.0137
H46 -3.8830 8.8038 0.1701
H47 -4.2938 10.1853 -1.8536
F12 6.1132 -6.3028 5.5257
C30 6.3777 -7.0761 6.5980
C31 6.3870 -8.4496 6.4537
C32 6.6561 -9.2445 7.5585
C33 6.9018 -8.6592 8.7931
C34 6.8842 -7.2775 8.9227
C35 6.6261 -6.4783 7.8185
H48 6.1850 -8.8881 5.4848
H49 6.6732 -10.3216 7.4559
H50 7.1072 -9.2815 9.6546
H51 7.0717 -6.8202 9.8854
H52 6.6169 -5.3984 7.8998
F13 4.9396 -2.6383 8.0519
C36 5.4810 -2.0312 6.9785
C37 5.6080 -0.6560 6.9730
C38 6.1715 -0.0352 5.8669
C39 6.5899 -0.7936 4.7806
C40 6.4496 -2.1750 4.8016
C41 5.8963 -2.7997 5.9097
H53 5.2690 -0.0822 7.8259
H54 6.2840 1.0410 5.8522
H55 7.0254 -0.3063 3.9175
H56 6.7709 -2.7671 3.9543
H57 5.7864 -3.8761 5.9482
F14 4.4533 -2.6351 -12.3660
C42 3.2827 -3.2682 -12.5764
C43 2.7313 -4.0273 -11.5622
C44 1.5235 -4.6730 -11.7865
C45 0.8900 -4.5606 -13.0177
C46 1.4614 -3.7971 -14.0260
C47 2.6639 -3.1411 -13.8046
H58 3.2420 -4.1091 -10.6108
H59 1.0759 -5.2656 -10.9991
H60 -0.0502 -5.0691 -13.1900
H61 0.9707 -3.7122 -14.9870
H62 3.1213 -2.5346 -14.5758
F15 3.0685 8.8326 -2.9470
C48 1.7242 8.7600 -2.9133
C49 1.0917 8.5351 -1.7060
C50 -0.2940 8.4653 -1.6727
C51 -1.0262 8.6105 -2.8433
C52 -0.3738 8.8312 -4.0490
C53 1.0113 8.9123 -4.0862
H63 1.6809 8.4167 -0.8058
H64 -0.8035 8.2968 -0.7325
H65 -2.1062 8.5512 -2.8151
H66 -0.9445 8.9404 -4.9625
H67 1.5377 9.0922 -5.0147
F16 -2.6032 0.1058 9.1870
C54 -3.9437 -0.0008 9.2744
C55 -4.5213 -0.2708 10.4992
C56 -5.9026 -0.3752 10.5850
C57 -6.6850 -0.2192 9.4477
C58 -6.0868 0.0469 8.2234
C59 -4.7072 0.1622 8.1361
H68 -3.8943 -0.3969 11.3723
H69 -6.3690 -0.5791 11.5400
H70 -7.7618 -0.3054 9.5171
H71 -6.6947 0.1643 7.3357
H72 -4.2233 0.3778 7.1930
F17 -1.1925 -0.8606 -5.1585
C60 -1.4683 0.4555 -5.2231
C61 -1.1220 1.1612 -6.3589
C62 -1.4108 2.5169 -6.4258
C63 -2.0306 3.1497 -5.3563
C64 -2.3677 2.4256 -4.2206
C65 -2.0905 1.0674 -4.1527
H73 -0.6322 0.6516 -7.1786
H74 -1.1511 3.0800 -7.3127
H75 -2.2507 4.2086 -5.4089
H76 -2.8468 2.9191 -3.3853
H77 -2.3531 0.4845 -3.2786
F18 -7.5051 12.8907 -0.6077
C66 -7.4887 12.7986 -1.9512
C67 -8.0017 13.8364 -2.7042
C68 -7.9793 13.7408 -4.0884
C69 -7.4555 12.6088 -4.6995
C70 -6.9477 11.5723 -3.9271
C71 -6.9588 11.6689 -2.5430
H78 -8.4127 14.7065 -2.2089
H79 -8.3715 14.5500 -4.6906
H80 -7.4431 12.5352 -5.7795
H81 -6.5441 10.6901 -4.4014
H82 -6.5611 10.8758 -1.9234

The value obtained for the orbital gap is 0.296 hartree. As for the LUMO energy: 0.37 eV. The value obtained for the total energy is -8272.48331 Ha. As for the highest occupied orbital energy: -0.282 Ha. The calculation puts the strongest force on any atom at 2.06 eV/A. The value obtained for the molar mass is 1492.4 g mol⁻¹.



ORCA calculation (ωB97M-V/def2-TZVPD) on a cluster of 4 separate species, C71H82NO6 in total in a non-equilibrium geometry.

CARTESIAN COORDINATES (ANGSTROEM)
C1 -0.7250 -5.8073 -6.4788
C2 0.0268 -6.7320 -7.5078
C3 -0.0702 -6.1735 -8.9969
C4 1.0805 -6.8332 -9.8466
C5 2.1207 -5.8113 -10.4460
C6 2.5519 -4.7412 -9.3638
C7 4.0533 -4.3033 -9.4640
C8 4.3960 -3.0285 -8.6091
C9 3.6445 -2.9744 -7.2108
C10 4.5007 -2.1468 -6.1703
C11 3.8246 -0.7590 -5.7962
C12 4.8881 0.2833 -5.2711
C13 4.2539 1.6697 -4.8661
C14 4.8292 2.2780 -3.5297
C15 4.0407 1.8661 -2.2328
C16 2.5238 1.5394 -2.3205
N1 1.8189 2.2147 -1.4659
C17 2.7073 3.1222 -0.7015
C18 4.2231 2.6899 -0.8852
C19 5.1516 3.9511 -0.8492
C20 5.6727 4.1420 0.6387
C21 4.6126 4.8144 1.5946
C22 4.5273 4.1208 3.0283
C23 4.7386 5.1602 4.2013
C24 4.7722 4.4702 5.6213
C25 5.2608 5.4352 6.7637
C26 5.9690 4.6787 7.9683
C27 5.4077 5.0833 9.3882
C28 6.5133 5.3945 10.4546
C29 7.4206 4.1608 10.8178
H1 -1.6734 -5.4535 -6.9501
H2 -0.9844 -6.4081 -5.5710
H3 -0.0878 -4.9339 -6.2151
H4 1.1230 -6.7495 -7.2651
H5 -0.3165 -7.7950 -7.4995
H6 -1.0642 -6.5078 -9.3908
H7 -0.0692 -5.0599 -8.9963
H8 0.6922 -7.4446 -10.7038
H9 1.6545 -7.5397 -9.1929
H10 2.9901 -6.3792 -10.8596
H11 1.6280 -5.2766 -11.3035
H12 1.9175 -3.8343 -9.5564
H13 2.3597 -5.1788 -8.3524
H14 4.7360 -5.1414 -9.1534
H15 4.3242 -4.0972 -10.5354
H16 5.5031 -2.9753 -8.4674
H17 4.0942 -2.0950 -9.1537
H18 2.6396 -2.5029 -7.3840
H19 3.4243 -4.0142 -6.8521
H20 4.5753 -2.7326 -5.2191
H21 5.5087 -1.9463 -6.6102
H22 2.9971 -0.9211 -5.0587
H23 3.3378 -0.4076 -6.7481
H24 5.5788 0.4539 -6.1403
H25 5.5044 -0.1977 -4.4741
H26 4.5327 2.3908 -5.6793
H27 3.1409 1.5930 -4.8983
H28 5.8721 1.8774 -3.4193
H29 4.9596 3.3857 -3.6376
H30 4.4918 0.8615 -1.9819
H31 2.0356 0.8188 -3.0162
H32 0.8205 2.2024 -1.2725
H33 2.6692 4.0678 -1.3153
H34 2.3585 3.4154 0.3110
H35 4.4382 1.9843 -0.0477
H36 6.0651 3.7745 -1.4720
H37 4.6535 4.9054 -1.1327
H38 6.0070 3.1782 1.0942
H39 6.5728 4.8121 0.6445
H40 3.5830 4.8842 1.1681
H41 4.9409 5.8671 1.8117
H42 3.5314 3.6478 3.2143
H43 5.3331 3.3564 3.1330
H44 3.8613 5.8697 4.1945
H45 5.6675 5.7608 4.0527
H46 3.7085 4.2057 5.8703
H47 5.4338 3.5697 5.6489
H48 4.4053 5.9955 7.2286
H49 5.9731 6.2260 6.4067
H50 5.8134 3.5748 7.8608
H51 7.0784 4.8332 7.9623
H52 4.7052 5.9487 9.3540
H53 4.8148 4.2092 9.7750
H54 6.0288 5.7358 11.4036
H55 7.2003 6.2207 10.1343
H56 6.8401 3.2451 11.0954
H57 8.0447 4.4158 11.7104
H58 8.1468 3.9534 9.9878
C30 -2.6586 9.2500 8.8748
C31 -1.9852 10.3888 8.4406
C32 -1.1007 10.3104 7.3742
C33 -0.8769 9.0886 6.7444
C34 -1.5342 7.9421 7.1953
C35 -2.4342 8.0288 8.2550
C36 -1.2702 6.6257 6.5673
O1 -1.8439 5.6259 6.9549
C37 -0.2853 6.5467 5.4604
C38 0.0168 5.3088 4.8973
C39 0.9267 5.2257 3.8530
C40 1.5323 6.3791 3.3599
C41 1.2383 7.6133 3.9216
C42 0.3359 7.6989 4.9795
C43 0.0561 9.0194 5.5952
O2 0.5882 10.0252 5.1663
H59 -3.3555 9.3149 9.7017
H60 -2.1525 11.3388 8.9337
H61 -0.5829 11.1995 7.0363
H62 -2.9559 7.1447 8.5994
H63 -0.4540 4.4095 5.2754
H64 1.1642 4.2603 3.4202
H65 2.2379 6.3143 2.5396
H66 1.7146 8.5079 3.5393
C44 -8.6612 -3.5584 -1.7091
C45 -7.9610 -2.4453 -2.1660
C46 -7.0747 -2.5684 -3.2270
C47 -6.8759 -3.8093 -3.8281
C48 -7.5600 -4.9293 -3.3538
C49 -8.4615 -4.7978 -2.3002
C50 -7.3235 -6.2663 -3.9500
O3 -7.9222 -7.2421 -3.5390
C51 -6.3376 -6.3933 -5.0500
C52 -6.0615 -7.6503 -5.5832
C53 -5.1499 -7.7785 -6.6221
C54 -4.5173 -6.6512 -7.1392
C55 -4.7851 -5.3976 -6.6076
C56 -5.6885 -5.2661 -5.5554
C57 -5.9401 -3.9263 -4.9721
O4 -5.3838 -2.9403 -5.4206
H67 -9.3596 -3.4592 -0.8863
H68 -8.1087 -1.4809 -1.6950
H69 -6.5358 -1.6992 -3.5832
H70 -9.0042 -5.6623 -1.9382
H71 -6.5535 -8.5297 -5.1865
H72 -4.9328 -8.7578 -7.0317
H73 -3.8110 -6.7519 -7.9551
H74 -4.2873 -4.5235 -7.0093
C58 -7.7217 -7.1021 1.6682
C59 -6.9085 -7.8363 2.5276
C60 -6.4090 -7.2509 3.6828
C61 -6.7116 -5.9236 3.9773
C62 -7.5071 -5.1811 3.1037
C63 -8.0202 -5.7776 1.9548
C64 -7.7987 -3.7533 3.3771
O5 -8.4955 -3.1063 2.6167
C65 -7.2190 -3.1255 4.5889
C66 -7.4361 -1.7709 4.8318
C67 -6.9090 -1.1768 5.9701
C68 -6.1707 -1.9346 6.8753
C69 -5.9471 -3.2830 6.6350
C70 -6.4625 -3.8799 5.4866
C71 -6.1878 -5.3130 5.2227
O6 -5.5394 -5.9747 6.0111
H75 -8.1183 -7.5630 0.7711
H76 -6.6661 -8.8666 2.2967
H77 -5.7811 -7.8267 4.3513
H78 -8.6488 -5.2093 1.2806
H79 -8.0126 -1.1781 4.1324
H80 -7.0749 -0.1221 6.1545
H81 -5.7659 -1.4714 7.7672
H82 -5.3685 -3.8680 7.3391

As for the total charge: +1. The value obtained for the orbital gap is 0.244 hartree. As for the LUMO energy: -4.22 eV. The value obtained for the total energy is -3260.60337 Ha. As for the highest occupied orbital energy: -0.399 Ha. The calculation puts the strongest force on any atom at 2.94 eV/A. The value obtained for the molar mass is 1045.4 g mol⁻¹.